1.
Formula: C2H7BrN
Source: OMol25
Level of theory: ωB97M-V/def2-TZVPD

Its largest force on an atom is 0.061 hartree/bohr. The charge is +1. Its SMILES is C[C@@H]([NH3+])Br. The energy relative to the best compared isomer or geometry (same formula, charge and spin) comes out at 0.333 eV. The orbital gap is 10.61 eV. The calculation puts the total energy at -2708.87535 hartree.

CARTESIAN COORDINATES (ANGSTROEM)
C: -0.313 -1.148 0.430
C: 0.401 -0.172 -0.383
N: -0.271 1.237 -0.276
Br: 2.435 0.199 0.188
H: 0.183 -1.286 1.357
H: -1.269 -0.713 0.813
H: -0.497 -2.101 -0.043
H: 0.502 -0.346 -1.406
H: -1.098 1.293 -0.834
H: -0.611 1.177 0.716
H: 0.539 1.859 -0.563

***

2.
Formula: C2H7BrN4
Source: OMol25
Level of theory: ωB97M-V/def2-TZVPD

Its largest force on an atom is 0.136 hartree/bohr. The charge is +2. The energy relative to the best compared isomer or geometry (same formula, charge and spin) comes out at 6.377 eV. The orbital gap (spin up / spin down) is 5.89 / 5.89 eV. The calculation puts the total energy at -2872.58984 hartree.

CARTESIAN COORDINATES (ANGSTROEM)
C: 0.036 -1.314 -0.267
C: 1.466 0.062 -1.499
N: -1.084 -1.510 0.462
N: 0.375 -0.064 -0.578
N: -0.335 0.958 -0.354
N: -1.954 -1.721 1.096
Br: -1.112 0.984 3.309
H: 0.743 -2.066 -0.574
H: 2.115 -0.753 -1.187
H: 1.085 -0.189 -2.441
H: 1.772 1.080 -1.401
H: -0.016 1.832 -0.975
H: -1.035 1.143 0.279
H: -2.057 1.557 4.129